{"formula": "CH17O11", "method": "the ωB97M-V functional and the def2-TZVPD basis", "de_lowest_kj_mol": 51.2, "charge": -1, "symbols": ["C", "O", "O", "O", "H", "O", "H", "H", "O", "H", "H", "O", "H", "H", "O", "H", "H", "O", "H", "H", "O", "H", "H", "O", "H", "H", "O", "H", "H"], "positions_angstrom": [[-0.314172, -0.176103, -0.931655], [-1.455172, 0.392897, -0.914655], [0.365828, -0.475103, -2.077655], [0.267828, -0.516103, 0.142345], [0.025828, -0.087103, -2.913655], [2.572828, -0.668103, 2.115345], [2.089828, -0.889103, 1.333345], [2.026828, -1.013103, 2.832345], [-1.022172, -2.210103, 1.564345], [-0.316172, -2.891103, 1.587345], [-0.526172, -1.662103, 0.947345], [-1.128172, 2.282897, -2.645655], [-0.226172, 2.488897, -2.499655], [-1.405172, 1.620897, -2.019655], [-1.782172, 2.734897, 0.365345], [-2.700172, 2.773897, 0.112345], [-1.403172, 1.874897, 0.071345], [0.049828, 1.411897, 2.083345], [0.904828, 1.590897, 2.447345], [0.209828, 0.696897, 1.472345], [2.411828, -2.048103, -0.803655], [1.653828, -1.794103, -1.335655], [1.951828, -2.497103, -0.058655], [2.660828, 0.782897, -0.268655], [2.115828, -0.075103, -0.245655], [3.334828, 0.591897, 0.412345], [-3.772172, -0.482103, -0.198655], [-3.740172, -1.443103, -0.052655], [-2.851172, -0.316103, -0.520655]], "forces_ev_per_angstrom": [[-1.307, 0.571, 1.819], [2.296, -1.212, -1.295], [-0.182, 0.157, -0.322], [0.175, -0.163, -1.880], [-0.325, -0.008, 1.059], [0.534, -0.228, 1.304], [-0.645, -0.099, -0.791], [0.036, 0.170, -0.043], [1.004, -1.785, 0.283], [-0.991, -0.159, 0.608], [-0.445, 1.460, -0.370], [-0.953, 0.704, -2.073], [1.179, 0.301, 0.568], [-0.134, -0.542, 0.774], [0.759, 0.212, 0.212], [-0.246, -0.406, -0.304], [-0.913, 0.826, 0.480], [-0.603, 0.377, 0.615], [0.776, 0.215, 0.232], [-0.048, -0.500, -0.513], [-0.326, -1.162, 1.020], [-0.088, 0.351, -0.472], [0.685, 0.310, -0.684], [-0.221, -1.564, 0.441], [1.092, 2.020, -0.432], [-0.430, 0.323, -0.509], [0.339, -0.974, -0.274], [-0.242, 0.494, 0.139], [-0.779, 0.312, 0.408]]}

***

{"formula": "C16H8Cl3NO3Pt", "method": "the ωB97M-V functional and the def2-TZVPD basis", "de_lowest_kj_mol": 0.0, "symbols": ["Pt", "Cl", "C", "C", "C", "Cl", "C", "O", "C", "Cl", "C", "H", "H", "O", "C", "O", "C", "C", "C", "C", "C", "C", "C", "C", "C", "N", "H", "H", "H", "H", "H", "H"], "positions_angstrom": [[0.346447, -0.092326, 0.071027], [5.171048, 5.106864, -0.032012], [3.724057, 4.145011, -0.017069], [3.818762, 2.769858, 0.018339], [2.635680, 2.058079, 0.028675], [2.674645, 0.299629, 0.072048], [1.357595, 2.607174, 0.006396], [0.263470, 1.893485, 0.017828], [1.325508, 4.015800, -0.029642], [-0.213067, 4.795311, -0.059405], [2.481602, 4.767311, -0.041007], [4.779246, 2.274473, 0.036921], [2.414670, 5.845647, -0.068767], [-3.419358, -1.369168, 0.019614], [-2.225254, -1.198021, 0.031833], [-1.618822, -0.049270, 0.055051], [-1.284157, -2.384643, 0.015677], [-1.826800, -3.675457, -0.012331], [-0.984040, -4.739520, -0.028286], [0.409057, -4.514446, -0.016094], [1.327244, -5.592256, -0.031790], [2.669398, -5.367756, -0.019818], [3.148866, -4.041641, 0.008840], [2.287861, -2.984095, 0.024442], [0.891407, -3.183760, 0.012455], [0.010332, -2.121957, 0.028148], [-2.903487, -3.762176, -0.020295], [-1.360093, -5.754979, -0.050234], [0.935086, -6.601433, -0.053597], [3.361866, -6.198430, -0.031990], [4.214051, -3.852126, 0.018713], [2.688184, -1.988182, 0.046329]], "forces_ev_per_angstrom": [[0.114, 0.266, -0.266], [-0.036, -0.017, 0.000], [0.014, 0.006, 0.000], [0.055, -0.029, 0.001], [-0.019, 0.048, -0.006], [-0.037, -0.076, 0.029], [-0.051, -0.114, 0.021], [-0.006, 0.028, 0.092], [-0.009, 0.056, -0.004], [0.024, -0.009, 0.001], [-0.016, 0.056, -0.004], [-0.014, -0.011, 0.001], [-0.001, -0.005, 0.001], [-0.044, 0.004, 0.004], [0.092, 0.010, -0.011], [-0.075, -0.024, 0.026], [-0.155, 0.061, 0.001], [-0.055, -0.031, -0.010], [0.017, -0.014, 0.001], [0.034, 0.020, -0.008], [-0.081, 0.002, -0.001], [0.069, 0.048, 0.002], [0.031, -0.090, -0.002], [-0.058, 0.074, 0.008], [0.021, -0.053, 0.000], [0.187, -0.221, 0.123], [0.004, 0.029, 0.000], [0.018, -0.001, 0.002], [-0.015, 0.010, 0.000], [0.020, 0.025, 0.000], [0.002, -0.032, -0.001], [-0.031, -0.019, -0.001]]}

***

{"formula": "C2H5NO", "method": "the ωB97M-V functional and the def2-TZVPD basis", "smiles": "C=NOC", "de_lowest_kj_mol": 288.2, "symbols": ["C", "N", "O", "C", "H", "H", "H", "H", "H"], "positions_angstrom": [[-1.101254, -0.923957, 1.246229], [-0.076254, -0.688484, 0.541272], [-0.246262, 0.464617, -0.197870], [0.881004, 0.765164, -1.024382], [-1.984211, -0.297875, 1.212591], [-1.037153, -1.776025, 1.898097], [0.535363, 0.901755, -2.062648], [1.589263, -0.091440, -0.948528], [1.439504, 1.646245, -0.664761]], "forces_ev_per_angstrom": [[0.261, 0.030, -0.124], [0.099, 0.178, 0.076], [-0.070, 0.485, -0.349], [0.756, -0.927, 0.212], [-0.066, 0.094, 0.046], [-0.086, -0.235, 0.061], [0.166, -0.014, 0.480], [-0.511, 0.519, -0.325], [-0.549, -0.131, -0.076]]}

***

Calculated DFT total energy in order - -876.04942 -2394.92642 -209.11256 hartree
Calculated Kohn-Sham gap in order - 9.6 7.1 10.9 eV